1.
Computed, not measured: a cluster of 2 separate species, C5H15N2 in total in a non-equilibrium geometry, with ωB97M-V/def2-TZVPD.

## Properties
Spin multiplicity: 1
Charge: +1
Kohn-Sham gap, Ha: 0.43095
Calculated total energy, hartree: -308.75693

Geometry as XYZ:
```
22
C5H15N2 | OMol25 | ωB97M-V/def2-TZVPD
H -1.312 -0.997 -0.986
H 0.121 -2.886 -0.361
H -2.004 -2.444 0.844
H 1.388 -0.307 -1.587
H 1.062 -1.658 0.546
H 2.080 -1.962 -1.787
C 0.455 -1.828 -0.328
C 1.362 1.874 0.862
H 1.951 0.956 0.700
H 1.407 2.116 1.918
H -1.017 -1.443 1.937
C -0.607 2.521 -0.210
N -0.778 -1.024 -0.111
H -0.098 3.468 -0.537
H -2.442 -0.749 1.129
H 0.461 -1.560 -2.487
H -0.452 0.003 0.081
C -1.630 -1.454 1.022
C 1.139 -1.386 -1.614
H 1.802 2.702 0.299
N -0.024 1.597 0.455
H -1.652 2.385 -0.512
```


2.
Computed, not measured: the ion C5H15N2 with charge +2 in a non-equilibrium geometry, with ωB97M-V/def2-TZVPD.

## Properties
Spin multiplicity: 2
Charge: +2
Kohn-Sham gap (spin up / spin down), Ha: 0.47417 / 0.28298
Calculated total energy, hartree: -308.29485

Geometry as XYZ:
```
22
C5H15N2 | OMol25 | ωB97M-V/def2-TZVPD
C -0.212 -1.183 -2.044
H 0.336 -0.560 -2.746
H 0.787 1.900 2.645
H 1.489 0.362 0.834
H 0.565 -2.798 -0.858
N 0.935 -1.934 -1.258
C 0.723 1.116 0.600
H 0.215 1.205 -1.463
N -0.640 0.359 2.522
H 1.703 -2.210 -1.869
C -1.003 -0.442 -0.965
H 1.102 -1.215 -0.561
H -0.843 -1.861 -2.615
C -0.262 0.877 -0.534
H -2.013 -0.192 -1.278
C 0.031 1.446 1.965
H 1.307 1.997 0.334
H -1.460 0.512 3.120
H -1.006 1.682 -0.529
H -0.542 2.365 1.796
H -0.072 -0.368 2.968
H -1.139 -1.057 -0.065
```


3.
Computed, not measured: a cluster of 2 separate species, C5H15N2O in total in a non-equilibrium geometry, with ωB97M-V/def2-TZVPD.

## Properties
Spin multiplicity: 2
Kohn-Sham gap (spin up / spin down), Ha: 0.24211 / 0.39066
Calculated total energy, hartree: -384.15843

Geometry as XYZ:
```
23
C5H15N2O | OMol25 | ωB97M-V/def2-TZVPD
N 1.220 0.704 1.621
H 1.275 -0.229 1.213
C -1.440 -0.679 -1.625
N -1.496 -1.125 -0.227
H 3.556 1.097 2.055
H -0.848 0.615 2.027
H -0.499 1.334 0.440
H 2.019 2.556 1.141
H -2.606 -2.862 -0.527
C -0.131 1.234 1.477
H -1.789 0.359 -1.636
H 0.405 -1.750 -2.256
H -0.100 -0.317 -3.205
H -0.159 2.235 1.905
C -2.138 -2.224 0.212
H 0.614 -0.074 -1.635
H -1.076 -0.500 0.445
H 1.999 1.437 -0.243
H -2.290 -2.363 1.264
O 3.488 1.097 1.092
C 2.160 1.517 0.835
C -0.028 -0.755 -2.195
H -2.137 -1.306 -2.178
```


Calculated molecular weight in order - 103.2, 103.2, 119.2 g/mol
Calculated ΔE to the lowest compared entry with this formula, charge and spin in order - 22.43, 27.20, 12.32 kcal/mol